# 1
Here is an isolated molecule of C2H7N3O2 from OMol25. Energies are from ωB97M-V with the def2-TZVPD basis set.

Geometry as XYZ:
```
14
Properties=species:S:1:pos:R:3:forces:R:3:nbo_charge:R:1
H 2.559 1.148 0.030 0.80 -0.31 -0.21 0.338
N 1.658 1.440 0.335 -1.26 0.64 0.68 -0.736
C 0.728 0.748 -0.194 1.41 0.99 -0.15 0.517
N 0.964 -0.428 -0.814 -0.62 -1.65 -1.49 -0.368
O 0.282 -0.652 -2.034 0.04 0.19 -0.05 -0.554
N -0.594 1.169 -0.130 1.36 2.21 1.34 -0.311
O -1.528 0.189 -0.078 -0.73 -1.58 0.70 -0.376
C -1.247 -0.692 1.013 0.90 -1.36 0.29 -0.310
H 1.900 -0.695 -1.015 0.80 0.25 0.29 0.378
H -0.525 -1.085 -1.758 -0.50 -0.20 -0.03 0.474
H -0.592 1.773 0.735 -0.55 -0.48 -1.16 0.367
H -1.340 -0.210 1.995 0.57 0.38 -0.29 0.182
H -0.249 -1.266 0.848 -1.67 1.27 0.59 0.202
H -2.017 -1.439 1.066 -0.56 -0.35 -0.51 0.198
```
Forces are in eV/Å.

Calculated values
Relative energy (zero: lowest compared OMol25 entry of this formula, charge and spin), kcal/mol: 123.7
2S+1: 1
E_tot, a.u.: -395.00793
SMILES: [H]/N=C(\NO)NOC
Molar mass, g/mol: 105.097



# 2
Here is a cluster of 3 separate species, C2H7N3O2 in total from OMol25. Energies are from ωB97M-V with the def2-TZVPD basis set.

Geometry as XYZ:
```
14
Properties=species:S:1:pos:R:3:forces:R:3:nbo_charge:R:1
N -1.038 -0.319 2.658 -0.43 0.26 -0.80 -0.581
N -0.038 -0.030 1.829 -0.41 2.75 0.60 0.263
O -0.177 1.029 1.200 -0.22 -2.16 1.33 -0.392
H -0.940 -1.146 3.230 0.08 0.00 -0.34 0.393
H -1.968 0.010 2.384 0.39 0.14 0.43 0.390
C 0.810 -1.562 0.565 2.75 -0.23 -5.20 0.020
N 1.340 -1.124 -0.408 -1.53 -1.30 3.92 -0.301
H 0.435 -2.444 1.034 -0.25 0.27 0.69 0.216
C 0.422 0.971 -2.415 0.01 -0.04 0.17 -0.245
O -0.477 0.447 -1.460 -0.51 0.63 0.36 -0.744
H 1.458 0.823 -2.095 -0.01 0.05 -0.07 0.174
H 0.242 2.041 -2.587 0.05 -0.16 -0.15 0.153
H 0.267 0.404 -3.337 0.01 0.21 0.04 0.175
H -0.335 0.898 -0.599 0.07 -0.43 -0.95 0.477
```
Forces are in eV/Å.

Calculated values
Relative energy (zero: lowest compared OMol25 entry of this formula, charge and spin), kcal/mol: 138.0
2S+1: 1
E_tot, a.u.: -394.98513
SMILES: NN=O.C#N.CO
Molar mass, g/mol: 105.097



# 3
Here is a cluster of 2 separate species, C2H7N3O2 in total from OMol25. Energies are from ωB97M-V with the def2-TZVPD basis set.

Geometry as XYZ:
```
14
Properties=species:S:1:pos:R:3:forces:R:3:nbo_charge:R:1
O 3.469 -1.391 0.168 0.75 -0.95 -0.17 -0.613
N 2.661 -0.422 0.327 -0.76 0.57 0.29 -0.118
C 2.612 0.663 -0.367 0.01 0.40 0.08 0.334
O 1.736 1.645 -0.159 -0.02 0.20 0.13 -0.698
H 1.966 -0.531 1.083 0.21 0.25 -0.19 0.345
H 3.361 0.847 -1.125 0.02 -0.22 0.02 0.180
H 0.913 1.307 0.290 0.07 -0.04 -0.20 0.510
H -0.019 -0.671 0.205 -0.15 0.03 -0.05 0.339
N -0.408 0.237 0.471 0.56 -0.29 0.16 -0.785
C -1.661 0.291 0.288 -0.36 0.18 0.04 0.330
N -2.451 -0.690 -0.188 -0.12 -0.33 -0.12 -0.802
H -2.170 1.214 0.540 -0.15 0.07 -0.03 0.176
H -2.042 -1.571 -0.458 -0.12 0.07 0.01 0.396
H -3.440 -0.571 -0.306 0.05 0.07 0.03 0.405
```
Forces are in eV/Å.

Calculated values
Relative energy (zero: lowest compared OMol25 entry of this formula, charge and spin), kcal/mol: 87.5
2S+1: 1
E_tot, a.u.: -395.06555
SMILES: [O-]/[NH+]=C/O.[H]/N=C\N
Molar mass, g/mol: 105.097



# 4
Here is an isolated molecule of C2H7N3O2 from OMol25. Energies are from ωB97M-V with the def2-TZVPD basis set.

Geometry as XYZ:
```
14
Properties=species:S:1:pos:R:3:forces:R:3:nbo_charge:R:1
N -0.106 1.896 -0.302 -2.11 0.31 0.53 -0.681
N 0.080 0.797 0.584 -0.97 -0.32 2.57 -0.493
C -0.323 -0.525 0.066 0.38 0.86 -0.44 -0.001
N -0.749 -1.404 1.158 -1.45 -2.76 -3.84 -0.850
C 0.847 -1.005 -0.852 -2.31 1.62 0.60 0.779
O 1.047 -2.161 -1.013 1.10 -0.89 -0.42 -0.575
O 1.333 0.008 -1.586 2.03 -3.30 -1.20 -0.693
H -1.079 2.301 -0.155 1.34 -0.71 -0.63 0.346
H 0.499 2.609 0.053 0.57 0.50 0.02 0.363
H -0.417 0.955 1.509 0.68 -0.29 -1.59 0.352
H -1.155 -0.410 -0.707 0.49 -0.24 1.11 0.180
H -0.197 -1.490 1.969 1.37 0.25 0.68 0.374
H -0.785 -2.427 0.677 0.12 3.09 1.73 0.394
H 1.005 0.858 -1.401 -1.24 1.90 0.86 0.507
```
Forces are in eV/Å.

Calculated values
Relative energy (zero: lowest compared OMol25 entry of this formula, charge and spin), kcal/mol: 59.8
2S+1: 1
E_tot, a.u.: -395.10969
SMILES: NN[C@H](N)C(=O)O
Molar mass, g/mol: 105.097



# 5
Here is a cluster of 3 separate species, C2H7N3O2 in total from OMol25. Energies are from ωB97M-V with the def2-TZVPD basis set.

Geometry as XYZ:
```
14
Properties=species:S:1:pos:R:3:forces:R:3:nbo_charge:R:1
N -1.820 -2.424 -1.602 1.59 0.16 -1.76 -0.118
N -2.571 -2.497 -0.800 1.43 0.16 -1.54 0.452
O -3.343 -2.587 0.026 -3.07 -0.31 3.27 -0.333
C 0.466 -0.821 0.307 -0.57 -0.05 -0.66 -0.087
N 1.200 0.153 0.028 1.03 0.82 0.24 -0.399
C 1.409 1.261 1.000 -2.16 -2.19 0.20 -0.468
H -0.122 -0.856 1.262 0.31 -0.42 -0.70 0.145
H 0.371 -1.525 -0.557 -0.29 0.03 1.35 0.195
H 0.533 1.219 1.720 0.46 0.77 -0.81 0.169
H 2.199 0.942 1.693 0.65 0.93 -0.82 0.220
H 1.430 2.132 0.331 0.60 0.15 1.22 0.223
O -2.908 0.534 -0.594 4.73 -1.24 1.04 -0.953
H -3.753 0.766 -0.785 -3.70 1.58 -1.05 0.470
H -2.253 1.221 -0.822 -1.00 -0.40 0.02 0.484
```
Forces are in eV/Å.

Calculated values
Relative energy (zero: lowest compared OMol25 entry of this formula, charge and spin), kcal/mol: 110.9
2S+1: 1
E_tot, a.u.: -395.02832
SMILES: N#[N+][O-].C=NC.O
Molar mass, g/mol: 105.097



# 6
Here is an isolated molecule of C2H7N3O2 from OMol25. Energies are from ωB97M-V with the def2-TZVPD basis set.

Geometry as XYZ:
```
14
Properties=species:S:1:pos:R:3:forces:R:3:nbo_charge:R:1
C -1.763 0.270 -0.084 -0.14 -1.02 1.91 -0.428
C 0.136 -0.325 -1.569 0.05 -2.97 2.92 -0.446
N 0.293 0.053 0.879 -4.92 -0.81 2.68 -0.242
N -0.308 0.177 -0.251 -0.57 1.04 -2.00 -0.110
N 1.587 0.075 0.961 4.65 0.82 3.05 0.383
O 2.471 0.083 0.116 0.91 -0.20 -1.02 -0.370
O 1.993 -0.134 2.360 -1.36 1.56 0.00 -0.578
H -2.211 1.208 -0.389 0.35 0.48 0.18 0.212
H -2.295 -0.484 -0.662 0.30 -0.31 -0.20 0.199
H -1.961 0.019 1.024 0.18 0.75 -1.78 0.240
H -0.166 0.414 -2.217 -0.53 1.12 -2.12 0.212
H 1.195 -0.615 -1.595 -0.46 0.68 0.03 0.255
H -0.451 -1.282 -1.555 0.39 0.63 -1.25 0.195
H 1.480 0.540 2.982 1.15 -1.77 -2.39 0.478
```
Forces are in eV/Å.

Calculated values
Relative energy (zero: lowest compared OMol25 entry of this formula, charge and spin), kcal/mol: 91.2
<S²>: 2.01
2S+1: 3
E_tot, a.u.: -394.85634
Molar mass, g/mol: 105.097



# 7
Here is an isolated molecule of C2H7N3O2 from OMol25. Energies are from ωB97M-V with the def2-TZVPD basis set.

Geometry as XYZ:
```
14
Properties=species:S:1:pos:R:3:forces:R:3:nbo_charge:R:1
C -1.578 0.276 0.000 2.26 -1.71 -4.05 0.442
C 0.929 0.726 0.530 0.57 -0.89 0.26 -0.119
N 1.447 1.399 -0.629 0.27 -1.41 -0.76 -0.790
N -0.242 -0.222 0.289 1.92 -1.55 2.38 -0.008
N -0.046 -1.618 0.054 -1.29 2.43 -0.43 -0.724
O -2.348 -0.700 -0.437 -1.47 -1.35 0.62 -0.690
O -1.877 1.403 0.304 -0.94 4.19 2.53 -0.506
H 0.555 1.501 1.144 -1.04 0.65 0.63 0.240
H 1.692 0.246 1.169 -0.38 -0.34 -0.79 0.206
H 1.908 0.786 -1.336 -0.41 0.41 0.99 0.356
H 0.593 1.691 -1.065 -0.40 0.86 -0.83 0.362
H 0.070 -2.308 0.747 -0.22 -0.01 1.86 0.410
H -1.788 -1.455 -0.196 -0.79 -1.17 -0.62 0.457
H 0.684 -1.726 -0.573 1.92 -0.09 -1.78 0.365
```
Forces are in eV/Å.

Calculated values
Relative energy (zero: lowest compared OMol25 entry of this formula, charge and spin), kcal/mol: 69.1
<S²>: 2.01
2S+1: 3
E_tot, a.u.: -394.89162
Molar mass, g/mol: 105.097



# 8
Here is an isolated molecule of C2H7N3S from OMol25. Energies are from ωB97M-V with the def2-TZVPD basis set.

Geometry as XYZ:
```
13
Properties=species:S:1:pos:R:3:forces:R:3:nbo_charge:R:1
C 2.660 -0.066 -0.055 0.47 -0.85 -1.71 -0.458
N 1.069 0.028 -0.190 3.81 -0.40 1.54 -0.303
N 0.474 -1.128 0.321 3.77 -3.16 -5.28 -0.700
C 0.318 1.138 0.085 -0.44 -1.78 -0.47 0.228
N -0.941 1.101 0.100 -2.46 0.64 0.85 -0.636
S -1.824 -0.329 -0.145 -1.46 -0.43 -0.76 0.130
H 3.119 -0.556 -1.090 -1.59 0.79 2.60 0.204
H 3.098 0.994 -0.203 -0.68 -1.59 1.13 0.214
H 3.080 -0.836 0.867 -1.57 2.81 -2.45 0.238
H -0.225 -1.026 1.006 -0.68 -0.15 0.26 0.397
H 0.402 -1.731 -0.663 -0.97 1.30 4.38 0.392
H 0.727 2.061 0.320 1.33 1.63 0.07 0.192
H -3.098 -0.090 0.280 0.49 1.19 -0.17 0.103
```
Forces are in eV/Å.

Calculated values
Relative energy (zero: lowest compared OMol25 entry of this formula, charge and spin), kcal/mol: 107.1
2S+1: 1
E_tot, a.u.: -642.68191
SMILES: CN(N)/C=N\S
Molar mass, g/mol: 105.166



# 9
Here is an isolated molecule of C2H7N3S2 from OMol25. Energies are from ωB97M-V with the def2-TZVPD basis set.

Geometry as XYZ:
```
14
Properties=species:S:1:pos:R:3:forces:R:3:nbo_charge:R:1
C 0.763 1.932 -1.882 0.26 0.37 -0.11 -0.746
S 1.601 0.568 -1.119 -0.05 -1.02 1.03 0.217
C 0.312 -0.098 -0.024 -0.59 1.24 0.29 0.277
N -0.656 0.660 0.378 1.25 -0.25 -0.86 -0.696
S -2.017 -0.152 0.940 -0.68 -0.16 0.45 0.140
N 0.487 -1.414 0.289 0.96 -0.81 -0.60 -0.485
N 0.193 -2.023 1.530 -0.01 -0.08 -0.28 -0.643
H -0.138 1.555 -2.338 -0.28 0.19 -0.27 0.232
H 0.539 2.692 -1.138 -0.06 0.05 -0.13 0.236
H 1.476 2.323 -2.633 -0.50 -0.17 0.34 0.234
H -2.597 0.920 1.477 -0.12 0.17 -0.05 0.115
H 1.235 -1.884 -0.223 -0.35 0.23 0.43 0.389
H 0.265 -1.372 2.319 -0.22 -0.24 -0.63 0.366
H -0.731 -2.457 1.464 0.38 0.50 0.41 0.366
```
Forces are in eV/Å.

Calculated values
Relative energy (zero: lowest compared OMol25 entry of this formula, charge and spin), kcal/mol: 22.8
2S+1: 1
E_tot, a.u.: -1040.98574
SMILES: CS/C(=N/S)NN
Molar mass, g/mol: 137.233



# 10
Here is a structure of composition C2H7N3S2 from OMol25. Energies are from ωB97M-V with the def2-TZVPD basis set.

Geometry as XYZ:
```
14
Properties=species:S:1:pos:R:3:forces:R:3:nbo_charge:R:1
C -2.441 -0.653 -0.329 -3.76 -0.27 0.64 -0.444
C -0.233 -0.729 0.222 2.73 1.44 1.39 0.543
H -3.390 -1.373 -0.246 1.87 1.77 -0.44 0.209
H -2.668 0.237 0.373 0.39 -1.69 -0.88 0.202
H -2.416 -0.146 -1.354 0.46 -1.22 1.13 0.210
H -1.284 -2.344 -0.309 0.70 -1.21 -0.70 0.403
H -0.971 0.521 1.762 1.19 0.22 -1.79 0.409
H 1.199 1.681 -0.715 -3.39 0.26 0.94 0.140
H 2.009 0.726 0.762 0.11 -1.04 -0.41 0.113
N -1.309 -1.473 0.137 -4.18 1.67 0.27 -0.609
N -0.293 0.522 0.937 -1.21 -0.47 0.29 -0.821
N 0.850 -1.160 -0.251 1.43 -0.01 -0.61 -0.651
S -0.491 1.817 -0.226 3.54 -0.35 -0.29 0.067
S 2.293 -0.332 -0.111 0.12 0.91 0.46 0.230
```
Forces are in eV/Å.

Calculated values
Relative energy (zero: lowest compared OMol25 entry of this formula, charge and spin), kcal/mol: 59.0
2S+1: 1
E_tot, a.u.: -1040.92800
Molar mass, g/mol: 137.233